## a
# C3H17NO4

A cluster of 5 separate species, C3H17NO4 in total (ωB97M-V/def2-TZVPD, the Open Molecules 2025 dataset).

The geometry in XYZ format:
```
25
C3H17NO4, DFT ωB97M-V/def2-TZVPD
C -0.998 -0.939 2.065
C -0.656 -1.315 0.611
C 0.760 -0.961 0.236
N 1.064 -1.309 -1.152
H -0.631 0.069 2.266
H -0.657 -1.632 2.830
H -2.090 -0.907 2.153
H -0.837 -2.376 0.420
H -1.390 -0.775 0.021
H 1.398 -1.559 0.888
H 1.029 0.078 0.419
H 2.048 -1.220 -1.343
H 0.500 -0.803 -1.823
O 3.594 1.162 1.526
H 3.788 0.805 2.391
H 2.775 1.656 1.452
O 0.400 2.554 0.498
H -0.505 2.497 0.835
H 0.334 1.999 -0.290
O -1.362 -0.461 -2.867
H -0.999 -0.458 -3.758
H -1.705 -1.341 -2.683
O -1.865 1.688 -1.166
H -1.803 1.062 -1.926
H -2.189 2.485 -1.603
```

## Properties
**Total charge**: 0
**SMILES**: CCCN.O.O.O.O


## b
# C3H17NO4

A cluster of 5 separate species, C3H17NO4 in total (ωB97M-V/def2-TZVPD, the Open Molecules 2025 dataset).

The geometry in XYZ format:
```
25
C3H17NO4, DFT ωB97M-V/def2-TZVPD
C -0.734 -1.377 0.862
N 0.613 -1.363 1.426
C 1.609 -1.356 0.381
C 0.757 -0.213 2.277
H -1.026 -0.418 0.425
H -1.504 -1.535 1.621
H -0.730 -2.131 0.086
H 2.527 -1.893 0.647
H 1.303 -1.900 -0.517
H 1.864 -0.357 0.017
H 1.782 -0.050 2.628
H 0.121 -0.273 3.149
H 0.555 0.745 1.772
O -0.869 3.394 -1.051
H -0.320 3.022 -1.740
H -0.910 2.804 -0.286
O 2.561 1.806 -2.563
H 3.026 2.446 -3.111
H 3.215 1.317 -2.057
O -4.461 -2.007 1.718
H -4.944 -2.013 0.876
H -5.135 -1.664 2.328
O 0.149 0.609 -3.046
H 0.997 1.095 -3.095
H -0.444 1.310 -2.747
```

## Properties
**Total charge**: 0
**SMILES**: CN(C)C.O.O.O.O


Energies in kcal/mol, measured from the most stable structure: a 0.0; b 22.5.